Record 1
Computed, not measured: a 2-piece molecular cluster, C4H10NO3 overall, with the ωB97M-V functional and the def2-TZVPD basis.

Last column: Löwdin spin population.
Element x y z (Å)
H -1.142 0.685 1.654  0.003
C 0.060 -0.543 0.408  0.102
H 0.140 -0.778 -0.646  0.009
O 1.042 0.096 -2.926  0.003
O 1.470 0.330 2.069  0.333
H -2.769 1.372 -0.255  0.000
H 0.360 0.776 -3.015  0.000
N 0.164 -1.879 1.185  0.047
H -0.178 -2.689 0.661  0.012
H 1.144 -2.115 1.359  0.010
C -1.288 0.081 0.749  0.041
H -0.321 -1.795 2.076  0.008
H -2.137 -0.588 0.960  0.011
O -1.171 1.107 -1.401  0.011
C -1.771 0.969 -0.368  0.006
C 1.188 0.329 0.812  0.371
H 1.784 0.756 0.034  0.033
H 1.552 0.049 -3.735  0.000

Output
Expectation value of S²: 0.75
Orbital gap (spin up / spin down): 0.1766 / 0.2903 hartree
Multiplicity: 2

Record 2
Computed, not measured: C6H7N in the gas phase, with the ωB97M-V functional and the def2-TZVPD basis.

Last column: Löwdin charge in e.
Element x y z (Å)
H 0.687 -1.316 -3.194  0.103
C -0.514 1.375 0.114  -0.068
H -1.091 2.171 2.002  0.074
H -0.667 0.931 -2.193  0.077
C -0.284 1.538 1.549  -0.157
C 0.311 -1.033 -2.202  -0.067
C -0.232 0.137 -1.710  -0.095
H 0.882 -2.876 -1.162  0.099
N -0.235 0.119 -0.298  -0.096
C 0.207 -1.296 0.047  -0.021
H -0.095 0.741 2.283  0.057
H 0.252 -1.779 0.972  0.084
H 0.750 2.116 1.432  0.128
C 0.378 -1.941 -1.102  -0.118

Output
Orbital gap: 0.3328 hartree

Record 3
Computed, not measured: C2H2IN3O in the gas phase, with the ωB97M-V functional and the def2-TZVPD basis.

Last column: Löwdin charge in e.
Element x y z (Å)
I 0.323 -2.024 1.980  0.640
N 0.262 0.629 0.610  -0.087
N -0.907 -0.953 -2.265  0.199
H 0.878 1.216 1.170  0.160
C -0.353 -0.267 -1.534  -0.118
O 1.229 1.419 -1.276  0.108
H -1.328 -0.490 0.722  0.025
N -0.564 -0.187 1.332  -0.437
C 0.459 0.656 -0.739  -0.489

Output
SMILES: N#CC(=O)NNI
Orbital gap: 0.3147 hartree

Record 4
Computed, not measured: C2H8ClN2OP in the gas phase, with the ωB97M-V functional and the def2-TZVPD basis.

Last column: Löwdin charge in e.
Element x y z (Å)
H 0.259 -0.858 2.257  0.077
H 1.007 0.682 2.241  0.070
P -1.522 -0.150 -0.011  0.147
Cl -1.992 1.726 0.412  0.379
H 0.713 0.419 -1.600  0.048
N 0.474 -0.196 0.358  -0.333
C 0.929 -0.234 1.701  -0.165
H 1.680 1.389 -0.273  0.089
N -1.662 -0.296 -1.655  -0.140
H 1.838 -0.673 1.579  0.051
H -1.382 -1.326 -1.855  0.118
O -2.216 -1.131 0.745  -0.329
H 1.987 -0.334 -0.997  0.076
C 1.290 0.434 -0.661  -0.166
H -1.404 0.548 -2.242  0.079

Output
SMILES: CN(C)[P@@](N)(=O)Cl
Orbital gap: 0.3298 hartree

Record 5
Computed, not measured: C3AgLi2O3 as an isolated structure, with the ωB97M-V functional and the def2-TZVPD basis.

Last column: Löwdin spin population.
Element x y z (Å)
O -1.704 0.168 0.094  0.133
Li -0.924 1.839 -0.011  0.094
C 1.879 0.758 -0.066  0.000
O 2.737 -0.017 0.025  0.000
O 1.109 1.629 -0.042  0.002
C -0.823 -0.764 0.013  0.009
C 0.089 -1.594 -0.182  0.005
Ag -4.321 0.150 0.137  0.753
Li 1.958 -2.169 0.033  0.004

Output
Expectation value of S²: 0.75
Orbital gap (spin up / spin down): 0.1833 / 0.2178 hartree
Multiplicity: 2

Record 6
Computed, not measured: C2H4NPS in the gas phase, with the ωB97M-V functional and the def2-TZVPD basis.

Last column: Löwdin charge in e.
Element x y z (Å)
P 1.083 0.657 -2.315  0.279
H -0.301 1.097 1.425  0.102
C -0.351 -0.412 -0.039  -0.327
H -1.818 0.096 1.160  0.067
N 0.482 0.071 -0.855  -0.287
S 2.971 0.494 -2.378  0.021
C -0.768 0.108 1.228  -0.083
H -0.825 -1.401 -0.152  0.121
H -0.474 -0.709 1.926  0.106

Output
SMILES: C/C=N/P=S
Orbital gap: 0.3144 hartree

Electronic energy across the listed records, respectively: -438.75754, -287.42727, -614.54982, -1067.31747, -502.00102, -872.88125 hartree.
ΔE to the lowest compared entry with this formula, charge and spin across the listed records, respectively: 56.5, 100.4, 0.0, 29.4, 0.0, 7.6 kcal per mole.
Max |F| across the listed records, respectively: 1.366, 4.315, 0.914, 6.103, 1.188, 2.415 eV/Å.